# 1
One molecule with the formula C2H4N6. Source: the Open Molecules 2025 dataset; level of theory: wB97M-V/def2-TZVPD.

XYZ file:
```
12
Properties=species:S:1:pos:R:3:forces:R:3
C -1.11407 0.72910 1.38166 3.3799 7.4442 2.4801
C 0.53647 -0.75858 -1.24015 0.5089 -0.2406 -1.5887
H 0.52001 2.02772 1.48839 -1.9538 -0.7400 -0.0180
H -2.12236 0.60913 1.63534 -1.3463 -0.0699 0.3699
H 2.44935 -0.95169 -2.38755 -3.7908 0.0004 1.6905
H 1.49103 -0.62025 0.67649 -2.9031 0.9909 -1.3878
N -0.52190 1.92764 1.72699 -0.8186 -4.7782 -1.1361
N -0.65501 -0.31097 0.65394 1.2650 -0.8246 -1.0717
N -1.56408 -0.50865 -0.36349 1.6214 -2.0893 -2.6794
N -0.97877 -0.86258 -1.43952 0.4950 1.0228 1.9517
N 1.33201 -1.04608 -2.22607 0.5887 0.7114 1.3989
N 0.62732 -0.23479 0.09397 2.9536 -1.4273 -0.0093
```
Positions in Å, forces in eV/Å.

Values from the calculation:
Kohn-Sham gap   9.4 eV
E_LUMO   -0.174 eV
Net charge   0
SMILES string   [H]/N=C\n1nn/c(=N/[H])[nH]1

***

# 2
A 2-piece molecular cluster, C2H8N2O overall. Source: the Open Molecules 2025 dataset; level of theory: wB97M-V/def2-TZVPD.

XYZ file:
```
13
Properties=species:S:1:pos:R:3:forces:R:3
C -1.25528 2.48989 -0.54155 1.4852 -1.5493 0.7090
N -0.43020 1.33269 0.00133 -0.1379 1.1593 0.0493
C -0.55416 0.19049 -0.74621 -1.5389 -0.6005 0.4158
N -1.18416 -0.86255 -0.34866 1.3029 0.7433 -0.9642
H -2.20249 2.05965 -0.84966 -0.5186 0.6250 0.2173
H -1.23984 3.19217 0.28598 -0.6718 0.2515 -0.2373
H -0.76027 2.93558 -1.39123 0.1749 0.1010 -0.2608
H -0.69091 1.17432 0.96752 -0.0870 -0.2252 -0.0965
H -0.22604 0.29984 -1.77108 0.3442 0.0881 -0.3145
H -1.08787 -1.46355 -1.17109 -0.3589 -0.5944 0.4830
H 2.67618 -4.13272 2.34318 0.1536 -0.1567 -0.1095
H 3.84620 -3.79927 1.34989 -0.8340 0.1718 0.6362
O 3.10884 -3.41655 1.87157 0.6862 -0.0139 -0.5278
```
Positions in Å, forces in eV/Å.

Values from the calculation:
Kohn-Sham gap   10.3 eV
E_LUMO   1.087 eV
Net charge   0
SMILES string   [H]/N=C/NC.O